{
  "formula": "C4H5NO",
  "method": "ωB97M-V/def2-TZVPD",
  "species": ["N", "C", "C", "C", "O", "C", "H", "H", "H", "H", "H"],
  "coordinates": [[-1.282, 0.448, -0.736], [-0.016, 1.018, -0.301], [-0.073, -0.270, -1.034], [0.420, -1.008, 0.277], [-0.443, -0.636, 1.368], [0.559, 0.271, 0.948], [-1.753, -0.013, 0.043], [0.226, 2.029, -0.602], [0.205, -0.488, -2.062], [0.855, -1.982, 0.448], [1.301, 0.630, 1.653]],
  "atomic_forces_ev_per_a": [[-0.18, 0.03, 0.07], [0.14, 0.32, -0.01], [0.00, -0.18, -0.17], [0.01, -0.25, 0.02], [-0.18, -0.07, 0.15], [0.09, 0.14, 0.19], [-0.08, 0.26, -0.07], [0.11, -0.22, -0.07], [-0.07, -0.14, 0.31], [0.40, 0.16, -0.39], [-0.23, -0.04, -0.02]],
  "energy_ev": -7762.5488,
  "smiles": "N1[C@@H]2[C@H]1[C@@H]1O[C@H]21"
}

{
  "formula": "C4H5NO",
  "method": "ωB97M-V/def2-TZVPD",
  "species": ["C", "C", "C", "C", "N", "O", "H", "H", "H", "H", "H"],
  "coordinates": [[-1.845, 0.054, 0.183], [-0.417, 0.374, -0.067], [0.701, 0.943, -0.368], [2.062, -0.229, -0.153], [1.567, -1.308, 0.253], [0.333, -1.471, 0.452], [-1.988, -0.127, 1.254], [-2.567, 0.814, -0.137], [-2.078, -0.881, -0.337], [1.108, 1.893, -0.709], [3.141, -0.072, -0.344]],
  "atomic_forces_ev_per_a": [[0.21, 0.05, -0.02], [1.39, -1.64, 0.38], [1.58, -1.94, 0.41], [-1.75, 1.23, -0.20], [0.67, -0.05, -0.06], [-0.86, 2.16, -0.62], [0.05, 0.07, -0.18], [0.41, 0.05, -0.03], [0.02, 0.20, 0.07], [-0.67, -0.27, 0.14], [-1.05, 0.15, 0.10]],
  "energy_ev": -7761.6827
}

{
  "formula": "C4H5NO",
  "method": "ωB97M-V/def2-TZVPD",
  "species": ["N", "C", "C", "C", "C", "O", "H", "H", "H", "H", "H"],
  "coordinates": [[3.293, -0.473, 0.670], [2.231, -0.614, 0.238], [0.877, -0.760, -0.312], [-0.100, 0.143, 0.371], [-1.989, 0.846, -0.059], [-1.376, -0.273, 0.364], [0.536, -1.798, -0.179], [0.931, -0.593, -1.401], [0.145, 1.092, 0.826], [-2.921, 1.103, 0.437], [-1.626, 1.326, -0.954]],
  "atomic_forces_ev_per_a": [[-0.96, -0.14, -0.39], [0.82, 0.13, 0.29], [0.01, -0.04, 0.07], [1.14, -0.38, 0.09], [-1.22, 0.51, -0.17], [0.02, -0.02, 0.02], [0.09, 0.19, -0.01], [-0.03, 0.00, 0.16], [0.02, -0.18, 0.07], [0.22, 0.01, -0.14], [-0.12, -0.08, 0.01]],
  "energy_ev": -7762.1804
}

{
  "formula": "C4H5NO",
  "method": "ωB97M-V/def2-TZVPD",
  "species": ["O", "C", "C", "C", "N", "C", "H", "H", "H", "H", "H"],
  "coordinates": [[0.207, 2.296, -0.520], [0.086, 1.129, -0.326], [-0.108, -0.147, -1.049], [0.275, -1.032, -0.006], [1.401, -0.476, 0.850], [0.196, 0.142, 0.954], [-1.964, 0.271, 0.350], [-0.791, -0.347, -1.875], [-0.027, -2.048, 0.191], [2.160, 0.040, 0.403], [-1.435, 0.171, 1.028]],
  "atomic_forces_ev_per_a": [[-0.15, -0.73, 0.14], [0.35, 0.57, -0.18], [0.89, -0.22, -0.13], [-0.63, -0.34, -0.15], [0.19, 0.46, -0.36], [0.60, -0.09, 0.63], [0.45, -0.15, 1.41], [0.05, 0.12, 0.41], [0.05, 0.08, -0.12], [0.15, 0.00, -0.28], [-1.96, 0.30, -1.37]],
  "energy_ev": -7759.6338
}

{
  "formula": "C4H5NO",
  "method": "ωB97M-V/def2-TZVPD",
  "species": ["N", "C", "C", "C", "C", "O", "H", "H", "H", "H", "H"],
  "coordinates": [[3.121, -0.078, 0.527], [2.045, -0.145, 0.109], [0.716, -0.657, -0.236], [-0.455, 0.055, 0.451], [-1.495, 0.805, -0.279], [-1.717, -0.521, 0.174], [1.028, -1.622, 0.202], [0.550, -0.678, -1.328], [-0.295, 0.339, 1.492], [-2.076, 1.571, 0.245], [-1.421, 0.930, -1.358]],
  "atomic_forces_ev_per_a": [[-0.79, 0.44, -0.48], [1.18, 0.56, 0.33], [0.44, 0.56, 0.05], [0.28, -0.21, 0.11], [0.23, 0.14, -0.08], [-0.15, -0.20, 0.09], [-1.73, -0.51, -0.45], [0.21, -0.32, 0.56], [0.04, -0.20, -0.12], [0.28, -0.20, -0.14], [0.01, -0.07, 0.13]],
  "energy_ev": -7764.4818,
  "smiles": "N#CC[C@H]1CO1"
}

{
  "formula": "C4H5NO",
  "method": "ωB97M-V/def2-TZVPD",
  "species": ["C", "C", "C", "N", "C", "O", "H", "H", "H", "H", "H"],
  "coordinates": [[1.751, -0.854, -0.868], [0.657, -0.203, -0.595], [-0.425, 0.244, 0.005], [-1.615, 0.748, -0.548], [-0.415, 0.020, 1.482], [0.529, -0.400, 2.106], [2.724, -0.371, -0.896], [1.702, -1.926, -1.053], [-1.971, 1.567, -0.069], [-1.562, 0.914, -1.545], [-1.376, 0.262, 1.982]],
  "atomic_forces_ev_per_a": [[-0.17, 0.10, -0.08], [0.03, -0.12, 0.06], [0.34, -0.21, 0.02], [0.01, 0.11, -0.09], [0.21, -0.11, 0.24], [-0.49, 0.23, -0.09], [-0.14, -0.03, -0.10], [0.09, 0.11, -0.04], [0.08, -0.08, -0.08], [0.01, 0.00, 0.14], [0.03, 0.00, 0.01]],
  "energy_ev": -7764.3533,
  "smiles": "C=C=C(N)C=O"
}

{
  "formula": "C4H5NO",
  "method": "ωB97M-V/def2-TZVPD",
  "species": ["C", "C", "N", "O", "C", "C", "H", "H", "H", "H", "H"],
  "coordinates": [[1.585, 0.693, 0.512], [0.272, 0.487, -0.196], [-0.277, 1.231, -1.027], [-2.086, -0.319, -1.670], [-1.705, -0.947, -0.689], [-0.682, -0.544, 0.209], [2.081, 1.602, 0.168], [1.403, 0.761, 1.589], [2.221, -0.175, 0.321], [-2.114, -1.954, -0.474], [-0.696, -0.835, 1.258]],
  "atomic_forces_ev_per_a": [[0.02, -0.03, -0.11], [-0.34, -0.05, 0.31], [0.73, 1.05, -0.33], [0.05, -0.65, 0.55], [-0.77, -0.37, -0.80], [0.51, 0.16, 0.64], [-0.08, -0.14, 0.02], [0.05, -0.02, -0.12], [0.01, 0.11, 0.06], [-0.11, 0.11, 0.01], [-0.06, -0.18, -0.23]],
  "energy_ev": -7762.6637
}

{
  "formula": "C4H5NO",
  "method": "ωB97M-V/def2-TZVPD",
  "species": ["N", "C", "C", "C", "C", "O", "H", "H", "H", "H", "H"],
  "coordinates": [[1.774, 1.241, -0.138], [1.545, 0.106, -0.192], [0.657, -1.064, -0.154], [-0.555, -0.323, 0.454], [-0.901, 0.956, -0.125], [-1.812, -0.227, -0.125], [1.009, -1.865, 0.504], [0.481, -1.468, -1.157], [-0.556, -0.394, 1.541], [-1.050, 1.824, 0.526], [-0.593, 1.215, -1.135]],
  "atomic_forces_ev_per_a": [[0.98, -1.26, -0.17], [0.38, 1.11, 0.00], [-0.18, 0.06, 0.02], [0.54, -0.10, 0.34], [-1.07, -0.30, -0.17], [-0.08, 0.83, -0.10], [0.03, 0.21, -0.22], [-0.04, 0.18, 0.19], [-0.04, 0.00, -0.01], [-0.61, -0.52, -0.13], [0.11, -0.22, 0.23]],
  "energy_ev": -7764.0976,
  "smiles": "N#CC[C@H]1CO1"
}

{
  "formula": "C4H5NO",
  "method": "ωB97M-V/def2-TZVPD",
  "species": ["C", "C", "C", "C", "N", "O", "H", "H", "H", "H", "H"],
  "coordinates": [[-0.047, 0.841, 0.029], [0.642, -1.929, -0.880], [0.386, -0.719, -1.273], [-0.501, 2.207, 1.231], [0.561, 1.949, 0.244], [-1.057, 0.910, 0.918], [1.069, -2.536, -1.661], [0.519, -2.417, 0.181], [0.669, -0.349, -2.308], [-0.113, 2.425, 2.186], [-1.186, 3.042, 1.208]],
  "atomic_forces_ev_per_a": [[1.37, -2.04, -2.15], [-0.13, -1.59, 2.53], [-0.14, 4.51, 1.24], [0.62, 0.10, -0.74], [0.30, 0.47, -1.13], [-1.67, -0.99, 0.87], [-0.03, -0.55, -0.06], [0.16, 1.32, -2.30], [-0.74, -0.09, 1.65], [0.85, -1.20, 1.67], [-0.59, 0.07, -1.59]],
  "energy_ev": -7761.3201
}

{
  "formula": "C4H5NO",
  "method": "ωB97M-V/def2-TZVPD",
  "species": ["O", "C", "C", "C", "N", "C", "H", "H", "H", "H", "H"],
  "coordinates": [[2.252, -0.088, -0.214], [0.898, -0.165, -0.029], [0.157, 0.889, 0.560], [-1.168, 0.586, 0.394], [-1.244, -0.640, -0.200], [0.022, -1.128, -0.464], [2.379, 0.858, -0.369], [0.599, 1.719, 1.099], [-2.046, 1.174, 0.614], [-2.099, -1.099, -0.461], [0.170, -2.098, -0.916]],
  "atomic_forces_ev_per_a": [[0.04, 0.00, 0.01], [-0.39, 0.03, -0.03], [-0.05, 0.04, 0.02], [-0.07, -0.03, 0.08], [-0.08, 0.03, 0.03], [0.09, 0.12, -0.03], [0.50, -0.30, 0.03], [-0.22, 0.07, -0.26], [0.03, -0.22, 0.11], [0.12, 0.02, 0.06], [0.04, 0.25, -0.02]],
  "energy_ev": -7765.9297,
  "smiles": "Oc1cc[nH]c1"
}

Number 1: maximum force 0.011 Eh/bohr. Number 2: maximum force 0.049 Eh/bohr. Number 3: maximum force 0.026 Eh/bohr. Number 4: maximum force 0.047 Eh/bohr. Number 5: maximum force 0.036 Eh/bohr. Number 6: maximum force 0.011 Eh/bohr. Number 7: maximum force 0.026 Eh/bohr. Number 8: maximum force 0.031 Eh/bohr. Number 9: maximum force 0.091 Eh/bohr. Number 10: maximum force 0.011 Eh/bohr.